No. 1
{"formula": "C3H9O2P", "method": "wB97M-V/def2-TZVPD", "e_tot_ha": -611.276161, "e_homo_ev": [-3.81, -9.43], "homo_lumo_gap_ev": [4.467, 7.819], "e_above_lowest_kcal_mol": 70.5, "multiplicity": 3, "symbols": ["C", "C", "C", "O", "O", "P", "H", "H", "H", "H", "H", "H", "H", "H", "H"], "coordinates": [[0.57690, -1.67067, -0.66687], [0.78985, -0.18384, -0.66399], [-0.02733, 0.57274, 0.98991], [0.25307, 0.51525, -1.72053], [-1.31109, 0.02243, 1.07841], [-0.16498, 2.38949, 0.84101], [-0.48051, -1.91721, -0.74382], [1.08890, -2.09703, -1.52991], [0.99438, -2.11669, 0.23140], [1.83014, 0.11853, -0.55065], [0.63914, 0.23672, 1.78760], [-0.66843, 0.25489, -1.83516], [-1.24296, -0.91871, 1.27484], [-1.04423, 2.34200, -0.23475], [-1.23286, 2.45209, 1.74251]], "forces_ev_per_a": [[-0.02, 0.69, -0.12], [2.62, -3.19, -5.31], [-3.32, 3.59, 5.46], [-0.21, 0.15, 0.56], [1.04, -0.28, -0.76], [0.72, -0.64, 0.26], [-0.16, -0.14, -0.01], [0.06, -0.38, -0.15], [0.02, -0.12, 0.19], [-0.18, 0.29, 0.46], [0.31, -0.42, -0.54], [-0.05, -0.05, -0.07], [-0.01, -0.11, 0.17], [-0.35, 0.18, -0.54], [-0.47, 0.45, 0.40]]}


No. 2
{"formula": "C4H14NO2", "method": "wB97M-V/def2-TZVPD", "e_tot_ha": -365.786814, "e_homo_ev": -14.60, "homo_lumo_gap_ev": 11.416, "total_charge": 1, "e_above_lowest_kcal_mol": 27.6, "multiplicity": 1, "symbols": ["C", "O", "C", "C", "C", "N", "H", "H", "H", "H", "H", "H", "H", "H", "H", "H", "H", "H", "H", "H", "O"], "coordinates": [[1.48686, 0.82792, 0.53837], [1.91227, 2.18322, 0.58065], [0.26854, 0.70600, -0.38268], [0.12769, -0.70369, -0.90507], [-1.11181, -0.89416, -1.82327], [-0.95029, 1.03843, 0.47155], [2.31622, 0.20042, 0.22442], [1.22503, 0.52592, 1.55690], [2.68742, 2.31927, 0.03018], [0.33855, 1.39648, -1.18769], [0.97598, -0.91023, -1.54582], [0.12600, -1.46425, -0.13454], [-0.76286, -1.16596, -2.81748], [-1.75106, -1.69625, -1.46007], [-1.71962, 0.00411, -1.95999], [-1.25855, 0.19728, 0.97039], [-1.71582, 1.46554, -0.04492], [-0.60918, 1.64940, 1.21975], [-2.07939, -2.84361, 1.56332], [-0.65300, -3.32905, 1.18940], [-1.22277, -2.55680, 1.23489]], "forces_ev_per_a": [[0.39, 0.94, -0.30], [-0.35, -0.01, 0.42], [0.59, -1.83, 1.04], [-0.74, -0.10, -1.26], [0.24, -0.14, 0.08], [0.74, 0.09, 0.52], [-0.19, -0.32, -0.22], [0.01, -0.08, 0.03], [0.03, -0.05, -0.02], [-0.13, 0.80, -0.49], [0.47, 0.13, 0.15], [0.04, 0.21, 0.36], [-0.19, -0.05, -0.04], [-0.06, 0.06, -0.01], [0.02, 0.03, 0.12], [-0.20, -0.18, -0.37], [-0.09, -0.02, 0.10], [-0.41, 0.49, -0.24], [0.06, -0.29, 0.05], [-0.13, -0.20, 0.13], [-0.07, 0.52, -0.04]]}


No. 3
{"formula": "C25H23N3O3SbTi", "method": "wB97M-V/def2-TZVPD", "e_tot_ha": -2445.315671, "e_homo_ev": -17.94, "homo_lumo_gap_ev": 6.902, "total_charge": 3, "e_above_lowest_kcal_mol": 0.0, "multiplicity": 1, "symbols": ["Ti", "C", "C", "C", "C", "C", "C", "N", "Sb", "C", "C", "C", "C", "C", "C", "N", "C", "C", "C", "C", "C", "C", "N", "H", "H", "H", "H", "H", "H", "H", "H", "H", "H", "H", "H", "H", "H", "H", "H", "H", "H", "O", "C", "C", "C", "C", "C", "C", "C", "O", "O", "H", "H", "H", "H", "H"], "coordinates": [[0.21800, 0.04130, -0.36078], [1.55997, 1.57857, 2.31444], [1.08018, 2.51780, 1.25312], [1.09752, 3.89543, 1.44926], [0.63421, 4.74045, 0.46289], [0.17764, 4.19810, -0.74197], [0.18563, 2.83202, -0.90636], [0.61368, 2.01457, 0.08808], [-0.25143, 2.07892, -2.89688], [1.44676, 0.73070, -2.82891], [2.21530, 0.67507, -3.96757], [3.35765, -0.12690, -3.97773], [3.70409, -0.81034, -2.83354], [2.91291, -0.72948, -1.69093], [3.34128, -1.44053, -0.44705], [1.77098, 0.01596, -1.71782], [-1.64577, 0.46669, -2.37528], [-2.82450, 0.43275, -3.08648], [-3.62848, -0.70671, -3.01120], [-3.21567, -1.77999, -2.25071], [-2.03287, -1.71539, -1.52482], [-1.57931, -2.86068, -0.67990], [-1.27978, -0.58696, -1.58974], [2.31486, 2.06691, 2.92803], [2.00703, 0.67601, 1.89715], [0.74000, 1.29743, 2.98082], [1.48311, 4.29057, 2.37944], [0.64261, 5.81289, 0.61113], [-0.16127, 4.84651, -1.53974], [1.94842, 1.25090, -4.84435], [3.97181, -0.18924, -4.86721], [4.60258, -1.41058, -2.79705], [4.38410, -1.73325, -0.53832], [2.75857, -2.34920, -0.28973], [3.24295, -0.81306, 0.43686], [-3.11065, 1.26061, -3.72221], [-4.55679, -0.75433, -3.56691], [-3.80437, -2.68634, -2.20978], [-2.14593, -3.75465, -0.92811], [-1.74653, -2.65003, 0.37896], [-0.52193, -3.07476, -0.83556], [-1.26554, 0.27800, 1.19426], [-1.48101, -0.50452, 2.36153], [-2.58398, -0.21425, 3.13145], [-2.81400, -0.94593, 4.29316], [-1.94345, -1.95426, 4.67779], [-0.83685, -2.23434, 3.89862], [-0.58667, -1.51707, 2.72272], [0.60749, -1.90280, 1.97050], [1.47521, -2.64751, 2.22632], [0.66439, -1.22111, 0.68059], [-1.91929, 0.99355, 1.19018], [-3.27014, 0.57537, 2.84347], [-3.68242, -0.71780, 4.89663], [-2.12737, -2.51870, 5.58101], [-0.14292, -3.01639, 4.17826]], "forces_ev_per_a": [[-0.01, -0.10, -0.06], [0.00, 0.06, 0.03], [0.03, 0.00, 0.07], [0.02, -0.06, 0.02], [-0.02, -0.02, -0.08], [-0.01, 0.06, 0.02], [-0.01, 0.05, -0.03], [0.03, 0.02, 0.10], [-0.06, -0.05, -0.05], [-0.03, 0.06, -0.21], [-0.06, 0.06, 0.00], [0.02, 0.00, -0.01], [-0.01, 0.00, 0.03], [-0.01, 0.05, 0.01], [-0.04, -0.04, -0.04], [0.11, -0.17, 0.14], [0.04, -0.08, 0.03], [0.07, 0.04, 0.02], [-0.03, 0.06, -0.04], [-0.02, -0.08, 0.03], [0.04, 0.06, 0.01], [0.03, -0.02, -0.02], [-0.02, 0.06, -0.05], [0.00, -0.02, 0.01], [0.00, 0.00, -0.01], [0.00, -0.02, -0.01], [0.01, -0.02, 0.00], [0.00, 0.00, -0.01], [0.00, 0.01, 0.01], [-0.01, 0.00, 0.00], [0.01, -0.01, 0.01], [0.00, 0.00, -0.01], [0.00, 0.01, 0.00], [0.01, 0.00, 0.03], [0.00, 0.01, 0.01], [0.00, 0.01, 0.01], [0.00, -0.01, 0.00], [0.00, 0.00, 0.00], [-0.01, 0.00, 0.00], [-0.01, 0.00, 0.01], [-0.01, 0.00, 0.01], [-0.03, 0.03, -0.03], [-0.04, -0.03, 0.06], [0.02, -0.02, 0.00], [-0.02, 0.04, -0.02], [0.03, -0.03, 0.01], [-0.02, 0.00, 0.02], [0.00, 0.04, -0.06], [-0.05, 0.03, 0.03], [0.01, -0.01, -0.02], [0.05, 0.03, 0.02], [-0.01, -0.01, 0.02], [0.00, 0.00, 0.00], [0.00, 0.01, 0.00], [0.01, 0.00, 0.00], [0.00, 0.00, 0.00]]}


No. 4
{"formula": "C5H8N2", "method": "wB97M-V/def2-TZVPD", "e_tot_ha": -304.691947, "e_homo_ev": -8.15, "homo_lumo_gap_ev": 8.875, "e_above_lowest_kcal_mol": 90.1, "multiplicity": 1, "symbols": ["C", "C", "N", "C", "C", "N", "C", "H", "H", "H", "H", "H", "H", "H", "H"], "coordinates": [[-0.05005, 1.03293, -0.46158], [0.97120, -0.55367, 0.82841], [0.73754, -1.82471, 0.57765], [-1.31310, 0.72420, 0.23448], [-2.25471, -0.08570, -0.23772], [2.53797, 1.00325, -0.34230], [1.51285, 0.35924, -0.02270], [0.28624, -2.39023, 1.28117], [0.87322, -2.26233, -0.33032], [3.39402, 0.71495, 0.12501], [-0.07026, 0.73273, -1.51026], [0.20225, 2.08875, -0.39361], [-1.42962, 1.17574, 1.21339], [-3.19010, -0.23315, 0.28253], [-2.20745, -0.48201, -1.24416]], "forces_ev_per_a": [[2.00, -0.17, -0.88], [0.52, -1.91, 1.45], [-0.07, 0.78, -0.25], [0.07, -0.53, 0.41], [-0.26, 0.55, -0.26], [0.38, 0.66, -0.30], [-2.50, 1.11, -0.17], [-0.07, 0.08, -0.12], [0.11, 0.01, 0.15], [-0.12, -0.39, -0.14], [-0.22, 0.12, -0.09], [0.03, 0.02, 0.00], [-0.07, -0.03, 0.03], [0.03, -0.09, 0.16], [0.19, -0.20, 0.00]]}


No. 5
{"formula": "C8H9NO", "method": "wB97M-V/def2-TZVPD", "e_tot_ha": -440.111308, "e_homo_ev": -8.78, "homo_lumo_gap_ev": 9.551, "e_above_lowest_kcal_mol": 87.9, "multiplicity": 1, "symbols": ["C", "C", "C", "C", "C", "C", "C", "C", "H", "H", "H", "H", "H", "H", "H", "H", "H", "N", "O"], "coordinates": [[2.44462, 1.18219, 0.34408], [2.47730, -0.29474, -0.03930], [-0.13635, -0.55896, -0.26175], [-1.02549, -1.57106, -0.01171], [-2.37357, -1.19658, 0.21475], [-2.76626, 0.05574, 0.10346], [-1.91955, 1.10521, -0.26843], [-0.54591, 0.73463, -0.37754], [1.45928, 1.34187, 1.05577], [2.51869, 1.79025, -0.36558], [3.32023, 1.30971, 0.82420], [1.33556, -2.05919, -0.31988], [-0.61324, -2.38035, 0.32694], [-2.98243, -2.09519, 0.38509], [-3.92460, 0.51305, 0.14614], [-2.14005, 2.44754, -0.35227], [0.14689, 1.58510, -0.85463], [1.22619, -0.92558, -0.44226], [3.49869, -0.98364, -0.10707]], "forces_ev_per_a": [[-4.79, -6.14, 6.25], [-0.56, -1.49, -1.47], [1.94, -0.29, -0.23], [-2.92, 5.72, -0.25], [1.79, -4.75, -0.27], [-5.40, 6.06, -0.86], [2.44, 2.42, 0.54], [-0.57, 4.65, -2.47], [2.74, -0.03, -1.83], [-0.34, 4.93, -6.43], [2.78, 0.43, 2.41], [-0.01, 3.91, -0.70], [1.63, -5.30, 1.31], [-0.45, 0.96, 0.26], [2.92, -2.13, 0.25], [0.20, -4.89, 0.22], [-1.34, -2.22, 1.47], [1.67, -3.29, 1.32], [-1.75, 1.44, 0.47]]}


No. 6
{"formula": "C2H3ClS2", "method": "wB97M-V/def2-TZVPD", "e_tot_ha": -1334.424594, "e_homo_ev": -8.68, "homo_lumo_gap_ev": 7.461, "e_above_lowest_kcal_mol": 82.9, "smiles": "CS(=S)#CCl", "multiplicity": 1, "symbols": ["C", "S", "S", "C", "Cl", "H", "H", "H"], "coordinates": [[-1.18023, 0.01734, -0.04921], [0.59342, 0.30697, -0.31247], [0.87712, 2.17023, 0.27201], [1.20255, -1.25353, -0.11316], [2.84454, -1.47802, 0.11653], [-1.12446, -0.11556, 1.05712], [-1.61021, -0.72269, -0.70181], [-1.60273, 1.07526, -0.26902]], "forces_ev_per_a": [[0.29, 2.74, 0.76], [-0.33, -0.39, -0.22], [0.61, -0.43, -0.06], [-0.50, 0.64, -0.29], [0.36, 0.25, 0.15], [-1.03, -0.36, -0.97], [0.07, -0.50, 0.24], [0.54, -1.96, 0.39]]}